1.
# C3H7N3O

An isolated molecule of C3H7N3O (the ωB97M-V functional and the def2-TZVPD basis, the Open Molecules 2025 dataset).

```
14
Properties=species:S:1:pos:R:3:forces:R:3:lowdin_charge:R:1
H -4.10570 -0.39324 -0.50976 0.0 0.0 0.1 0.037
N -3.35562 -0.27272 0.16588 0.2 0.0 -0.3 0.074
C -2.24550 -0.14860 -0.43823 -0.1 0.0 0.0 -0.281
N -1.08312 0.02204 0.28786 -0.1 0.0 0.0 0.090
C 0.17387 0.06066 -0.30813 0.0 0.0 -0.1 -0.553
O 0.32421 0.05811 -1.51852 0.0 0.0 0.4 0.050
N 1.19565 0.09826 0.59310 -0.1 0.0 0.0 0.005
C 2.57893 0.14906 0.18186 0.1 0.0 -0.1 -0.072
H -2.06319 -0.16120 -1.51474 -0.1 0.0 0.1 0.128
H -1.19232 0.01497 1.29245 0.0 0.0 -0.1 0.140
H 0.99205 0.08325 1.57905 0.0 0.0 -0.1 0.131
H 2.60672 0.14260 -0.90795 0.0 0.0 0.1 0.084
H 3.12853 -0.72293 0.55272 0.0 0.2 0.0 0.084
H 3.04550 1.06975 0.54442 0.1 -0.2 -0.1 0.083
```
Forces are in eV/Å.

Its multiplicity is 1. As for the SMILES: [H]/N=C/NC(=O)NC. The frontier orbital gap comes out at 10.37 eV. For the HOMO energy, the calculation gives -9.59 eV. The value obtained for the total energy is -358.0462 a.u. The max |F| is 0.0079 Eh/bohr. Its LUMO energy is 0.02868 hartree. The calculation puts the energy above the lowest of the compared OMol25 structures with the same formula, charge and spin at 9.6 kJ/mol.


2.
# C4H11N2

A cluster of 2 separate species, C4H11N2 in total at a distorted geometry (the ωB97M-V functional and the def2-TZVPD basis, the Open Molecules 2025 dataset).

```
17
Properties=species:S:1:pos:R:3:forces:R:3:lowdin_charge:R:1
C -1.14992 -0.35093 0.25773 -1.6 0.6 -1.3 -0.156
C 0.19456 1.07953 -0.88390 0.2 0.0 0.3 -0.039
C 0.04897 0.23522 0.35304 -3.3 1.4 -2.0 -0.119
C -1.82059 -1.51306 0.94184 2.9 -1.5 1.4 -0.082
N -0.40224 2.22104 -0.99408 0.9 -0.4 -2.1 0.234
N 2.39089 -0.43811 0.07009 -0.2 -3.2 0.7 0.018
H -1.80326 0.09989 -0.61408 1.2 -1.4 1.4 0.146
H 0.70030 0.64642 -1.73703 0.3 0.4 -0.1 0.145
H 0.74375 0.33508 1.09408 1.2 -0.5 1.6 0.069
H -2.89088 -1.35607 0.95219 -0.1 -0.5 0.1 0.067
H -1.36663 -1.75645 2.00959 -1.2 0.9 -2.0 0.123
H -1.45495 -2.46211 0.37634 -1.2 1.5 0.6 0.117
H -0.91715 2.45805 -0.20621 -1.2 1.1 1.8 0.119
H -0.50551 2.85176 -1.83003 0.4 -1.3 0.9 0.192
H 2.32533 -1.48544 0.36361 0.0 2.4 -0.6 0.115
H 3.09711 -0.07959 0.66488 0.9 0.6 0.8 0.033
H 2.81024 -0.48523 -0.81807 0.8 -0.1 -1.5 0.018
```
Forces are in eV/Å.

Its multiplicity is 1. The frontier orbital gap comes out at 8.88 eV. For the HOMO energy, the calculation gives -13.36 eV. The value obtained for the total energy is -268.1837 a.u. The max |F| is 0.0805 Eh/bohr. The net charge is +1. Its LUMO energy is -0.16459 hartree. The calculation puts the energy above the lowest of the compared OMol25 structures with the same formula, charge and spin at 318.2 kJ/mol.


3.
# H58O29

A cluster of 29 separate species, H58O29 in total at a distorted geometry (the ωB97M-V functional and the def2-TZVPD basis, the Open Molecules 2025 dataset).

```
87
Properties=species:S:1:pos:R:3:forces:R:3:lowdin_charge:R:1
O -3.06317 3.32306 -1.35335 0.5 0.1 0.4 -0.022
H -2.84706 4.00181 -1.99274 0.1 0.2 -0.4 0.080
H -3.05586 3.77640 -0.51034 -0.2 0.2 0.5 0.056
O 2.78113 -4.44739 -0.94792 0.5 -0.1 0.3 -0.038
H 2.05959 -3.89822 -1.25455 -0.4 0.2 -0.4 0.020
H 2.76427 -5.21041 -1.52563 0.0 -0.2 -0.1 0.071
O -1.95716 0.49262 1.01895 -0.2 -0.5 -0.5 -0.022
H -2.85939 0.66897 0.75226 -0.3 0.0 -0.1 0.059
H -1.82685 1.03406 1.79747 0.2 0.5 0.7 0.010
O 1.97321 2.41510 1.75142 -0.1 0.3 -0.4 -0.048
H 1.36202 2.13166 1.07147 -0.3 0.1 -0.4 0.043
H 1.69961 1.93726 2.53439 -0.2 -0.6 0.8 -0.004
O -2.38782 -3.03753 -2.33516 0.5 -0.2 -0.5 -0.039
H -3.07700 -3.08062 -1.67229 -0.5 0.1 0.5 -0.011
H -2.71094 -2.40469 -2.97652 0.0 0.1 -0.2 0.053
O 4.89624 -2.75249 0.00396 1.1 -0.2 -0.2 -0.082
H 4.27607 -3.34541 -0.42037 -0.2 -0.2 -0.2 -0.027
H 4.34937 -2.06462 0.38343 -0.4 0.2 0.2 -0.037
O 0.35814 4.96416 -0.63548 0.0 0.0 -0.1 -0.029
H -0.38222 5.49304 -0.33819 -0.1 0.4 -0.1 0.056
H 1.05249 5.59963 -0.80951 0.3 0.2 -0.2 0.076
O 0.07471 -3.93253 -1.34500 0.5 -0.4 0.1 -0.046
H 0.00878 -3.40595 -0.54838 -0.1 0.2 0.4 0.015
H -0.73026 -3.74137 -1.82635 -0.6 0.5 -0.2 -0.012
O 0.04044 -4.46129 -4.25881 0.1 -0.2 -0.3 -0.036
H 0.09091 -4.49419 -3.30351 0.3 0.0 0.2 -0.011
H -0.83063 -4.10881 -4.44112 -0.2 0.1 0.0 0.019
O 1.69429 5.13255 2.24294 -0.6 0.9 0.4 -0.058
H 1.71232 4.22503 2.54678 0.1 -0.4 -0.2 0.002
H 2.14747 5.11248 1.40006 0.3 -0.2 -0.1 0.005
O -1.78930 2.30987 3.39770 0.0 -1.1 0.4 -0.050
H -1.49737 3.06250 2.88335 0.2 0.6 -0.6 -0.017
H -2.72119 2.46875 3.54790 -0.3 0.1 0.1 0.049
O 1.93349 -4.23160 1.81574 -0.3 -0.1 0.8 -0.051
H 1.12925 -3.75376 1.61301 -0.1 0.1 -0.1 -0.009
H 2.36611 -4.34334 0.96923 0.4 -0.1 -0.5 -0.012
O -1.48188 4.35155 1.66159 -0.7 0.2 -0.1 -0.030
H -0.96445 4.25928 0.86160 0.6 -0.6 0.0 -0.006
H -1.05793 5.06346 2.14084 0.4 0.4 0.2 0.063
O -4.50979 1.62860 -2.79966 -0.3 -0.6 -0.3 -0.065
H -3.89358 2.02907 -2.18636 0.0 0.2 0.2 -0.038
H -4.70298 2.32070 -3.43204 -0.1 0.1 -0.2 0.027
O 4.21269 0.59262 2.67762 0.2 0.0 0.1 -0.022
H 4.94264 1.20757 2.60521 0.3 0.0 -0.1 0.054
H 3.58182 1.03480 3.24569 -0.4 0.0 0.3 0.017
O -2.92827 -4.78067 1.57331 0.0 0.1 0.4 -0.043
H -3.74629 -5.27580 1.61718 -0.1 -0.3 0.0 0.033
H -2.93088 -4.38981 0.69955 0.1 0.1 -0.3 0.005
O 4.02108 3.63646 0.68476 0.5 0.7 -0.5 -0.059
H 3.37923 3.18198 1.23039 -0.5 -0.6 0.2 -0.046
H 4.85179 3.52322 1.14663 0.3 0.1 -0.1 0.031
O -0.18565 -1.18271 4.06375 -0.2 -0.1 -0.3 -0.014
H -1.03235 -1.25260 4.50471 -0.3 0.1 0.2 0.070
H 0.34523 -1.87821 4.45193 0.4 -0.4 0.1 0.085
O -0.54409 -1.90997 1.10104 0.1 -0.8 -0.5 -0.033
H -0.41563 -1.77394 2.03978 0.3 0.2 0.5 0.022
H -1.36675 -1.46204 0.90401 -0.4 0.4 0.0 0.018
O 0.78628 -0.18170 -0.58639 0.6 -0.1 -0.7 -0.039
H 0.19640 -0.79457 -0.14746 -0.2 -0.5 0.6 0.005
H 0.44503 0.68353 -0.36024 -0.3 0.7 -0.1 0.002
O 0.65874 -1.01143 -5.73030 0.2 0.0 -0.9 -0.059
H -0.16183 -1.36417 -6.07450 -0.1 -0.2 -0.2 0.023
H 0.46961 -0.81570 -4.81261 0.0 0.2 0.4 -0.049
O 1.01577 5.03021 -3.61574 -0.2 0.2 0.2 -0.055
H 1.60538 5.14986 -4.36023 0.1 0.0 -0.3 0.039
H 1.49384 4.45178 -3.02153 0.1 -0.3 0.1 0.021
O 1.35736 1.06535 3.94569 0.6 0.5 0.1 -0.024
H 0.87090 0.25159 3.81383 -0.4 -0.6 -0.1 0.010
H 1.00239 1.42835 4.75714 -0.1 0.2 0.2 0.072
O -4.25726 -2.68820 -0.38757 0.0 -0.3 -0.5 -0.036
H -4.99769 -3.29063 -0.31634 -0.3 -0.1 -0.1 0.066
H -4.12733 -2.36132 0.50266 0.0 0.4 0.8 0.001
O -0.28120 2.40566 -0.40127 0.2 -0.4 0.4 -0.046
H -1.20379 2.50512 -0.63614 -0.5 -0.3 -0.2 0.017
H 0.15017 3.16300 -0.79698 0.3 0.4 -0.2 0.020
O -0.04011 -0.70653 -3.20868 -0.6 -0.1 -0.3 -0.044
H 0.25234 -0.41462 -2.34527 0.5 0.2 0.9 0.009
H -0.98267 -0.53974 -3.21186 -0.2 0.0 -0.1 0.057
O -4.35270 -1.74254 2.36428 -0.1 0.3 -0.3 -0.032
H -3.53324 -1.67797 2.85474 0.3 0.0 0.0 0.039
H -4.87699 -2.37527 2.85521 -0.2 -0.2 0.1 0.057
O 2.74092 -1.45988 -3.55535 0.3 0.0 0.0 -0.036
H 2.78883 -1.02620 -2.70338 0.1 0.1 0.3 0.022
H 1.80573 -1.60563 -3.69820 -0.2 -0.2 -0.2 -0.017
O 2.95591 -1.18614 1.00297 -0.4 -0.2 0.2 -0.046
H 3.35972 -0.41065 1.39257 0.4 0.4 0.4 -0.001
H 2.25149 -0.84022 0.45491 -0.3 0.2 -0.5 -0.001
```
Forces are in eV/Å.

Its multiplicity is 1. The frontier orbital gap comes out at 7.80 eV. For the HOMO energy, the calculation gives -8.75 eV. The value obtained for the total energy is -2216.7716 a.u. The max |F| is 0.0226 Eh/bohr. Its LUMO energy is -0.03501 hartree. The calculation puts the energy above the lowest of the compared OMol25 structures with the same formula, charge and spin at 378.9 kJ/mol.


4.
# CH2F3N

A cluster of 2 separate species, CH2F3N in total at a distorted geometry (the ωB97M-V functional and the def2-TZVPD basis, the Open Molecules 2025 dataset).

```
7
Properties=species:S:1:pos:R:3:forces:R:3:lowdin_charge:R:1
N -1.32837 -0.42352 -0.03579 1.3 -3.7 2.4 0.230
C -0.25561 -0.77260 0.50869 -1.6 0.5 -0.5 -0.514
F 0.91167 -0.13026 0.61721 -0.1 -0.3 0.1 0.100
F -0.13547 -1.88916 1.15349 0.1 -0.6 0.5 0.166
H -1.21161 0.34818 -0.56214 0.3 3.6 -2.1 0.004
F 0.68395 1.51513 -1.16345 0.2 0.4 -0.2 -0.066
H 1.33542 1.35223 -0.51800 -0.3 0.1 -0.3 0.079
```
Forces are in eV/Å.

Its multiplicity is 1. As for the SMILES: N=C(F)F.F. The frontier orbital gap comes out at 12.44 eV. For the HOMO energy, the calculation gives -11.84 eV. The value obtained for the total energy is -393.6408 a.u. The max |F| is 0.0890 Eh/bohr. Its LUMO energy is 0.02233 hartree. The calculation puts the energy above the lowest of the compared OMol25 structures with the same formula, charge and spin at 94.7 kJ/mol.


5.
# C4H11NO2

An isolated molecule of C4H11NO2 at a distorted geometry (the ωB97M-V functional and the def2-TZVPD basis, the Open Molecules 2025 dataset).

```
18
Properties=species:S:1:pos:R:3:forces:R:3:lowdin_charge:R:1
N -1.07569 -0.65608 0.83925 0.3 -0.1 -0.3 0.051
C 0.08981 -0.35413 -0.00467 -0.3 0.0 0.1 -0.404
C 1.10063 -1.47392 0.17928 -1.0 -0.4 -0.6 -0.233
O 0.57925 -2.71284 -0.29200 -0.1 0.0 -0.1 -0.072
C 0.74517 0.99634 0.26371 0.2 -0.3 0.5 -0.145
C -0.01504 2.22214 -0.23340 -0.4 -0.4 -0.7 -0.222
O -1.24565 1.79391 -0.84853 -0.1 0.2 0.1 -0.092
H -0.76786 -0.89558 1.77361 -0.1 0.2 0.2 0.074
H -1.67266 0.15690 0.87157 -0.2 0.0 0.1 0.063
H -0.27875 -0.38878 -1.02672 0.2 0.0 -0.2 0.140
H 1.98108 -1.27995 -0.42654 0.3 0.0 0.3 0.121
H 1.28599 -1.58471 1.24556 0.6 0.2 0.2 0.118
H -0.36972 -2.70195 -0.10972 0.0 0.0 0.1 0.072
H 0.91534 1.08755 1.33136 -0.1 0.0 0.4 0.113
H 1.75468 0.93144 -0.12720 0.2 0.4 -0.5 0.107
H -0.26212 2.91318 0.56415 0.2 0.2 0.3 0.109
H 0.57238 2.72386 -0.99558 0.2 0.3 0.0 0.109
H -1.72352 2.58300 -1.13421 0.1 -0.2 0.1 0.091
```
Forces are in eV/Å.

Its multiplicity is 1. As for the SMILES: N[C@H](CO)CCO. The frontier orbital gap comes out at 10.09 eV. For the HOMO energy, the calculation gives -9.39 eV. The value obtained for the total energy is -364.2176 a.u. The max |F| is 0.0240 Eh/bohr. Its LUMO energy is 0.02569 hartree. The calculation puts the energy above the lowest of the compared OMol25 structures with the same formula, charge and spin at 132.7 kJ/mol.


6.
# C32H38Ge2N4O6S2ScSe

A structure of composition C32H38Ge2N4O6S2ScSe at a distorted geometry (the ωB97M-V functional and the def2-TZVPD basis, the Open Molecules 2025 dataset).

```
86
Properties=species:S:1:pos:R:3:forces:R:3:lowdin_charge:R:1
Sc 0.18470 -0.27890 -0.65200 2.5 4.3 0.6 0.564
O 5.80340 -0.23070 1.23880 0.2 -0.2 -0.5 0.129
C 5.07240 0.19860 2.24210 -0.4 0.1 0.2 -0.509
O 5.54170 0.51090 3.31000 0.0 -0.1 0.0 0.098
C 3.59320 0.29420 2.03700 -0.2 0.0 -0.2 -0.031
C 2.70010 0.71660 3.01280 0.3 -0.1 -0.4 0.030
N 1.47300 0.66950 2.48440 0.0 -0.1 -0.2 0.038
N 1.49560 0.23770 1.21820 0.3 -0.1 -0.3 -0.009
C 2.77690 0.00060 0.92320 -0.1 0.2 0.3 -0.117
C 3.07620 -0.52850 -0.46870 0.9 0.3 1.1 -0.531
O 4.24070 -0.73300 -0.79430 -0.2 -0.1 -0.1 0.095
O 2.03720 -0.71940 -1.16340 0.4 -0.5 -0.7 -0.124
H 5.28710 -0.43920 0.39560 -0.1 0.2 0.5 0.075
H 2.88710 1.04000 4.01710 0.0 0.1 0.2 0.144
H 0.59760 0.96170 2.90570 0.2 -0.1 -0.1 0.092
S -0.91730 2.08700 1.07370 0.0 -0.4 0.4 0.681
C -1.49920 3.44290 0.33280 0.2 0.5 -0.4 -1.098
N -0.88830 4.09220 -0.64600 -0.2 -0.3 0.1 -0.041
C -1.49300 5.31750 -1.11370 -0.1 0.5 -0.1 -0.200
C -2.96610 5.23210 -0.73360 -0.2 -0.2 0.1 -0.395
S -3.00820 4.20740 0.78200 0.2 0.1 -0.2 0.948
H -0.10480 3.65850 -1.13630 -0.1 -0.1 0.3 0.071
H -1.36480 5.40920 -2.19380 0.0 0.0 0.1 0.108
H -1.00790 6.16990 -0.61840 -0.1 -0.1 -0.1 0.128
H -3.54460 4.70440 -1.49370 0.1 0.2 0.0 0.060
H -3.41700 6.19660 -0.51970 0.1 0.1 -0.1 0.078
C -3.60010 -2.02710 4.22750 0.2 0.3 -0.3 -0.243
Ge -2.73840 -0.67300 3.05050 -0.2 0.1 0.3 0.758
C -4.13220 0.36320 2.10050 0.4 -0.3 0.1 -0.232
C -1.70010 0.56000 4.22990 -0.2 -0.4 -0.4 -0.250
Ge -1.40250 -1.99080 1.41730 -0.5 -0.4 0.2 1.001
C -2.29480 -3.63170 0.75310 0.4 0.7 0.3 -0.300
C -3.64790 -3.62740 0.44360 0.0 0.3 0.1 -0.112
C -4.26500 -4.78310 0.00080 -0.1 0.0 -0.1 -0.080
C -3.53140 -5.95150 -0.13190 0.0 0.0 0.0 -0.080
C -2.18110 -5.95960 0.17960 0.0 -0.1 0.0 -0.075
C -1.56410 -4.80350 0.61990 0.1 0.1 0.1 -0.098
C 0.45310 -2.43220 2.06490 -0.8 0.1 -0.4 -0.310
C 0.57460 -2.44760 3.45000 -0.4 0.1 0.0 -0.133
C 1.75550 -2.83180 4.05770 0.1 -0.1 0.1 -0.072
C 2.84100 -3.19530 3.27740 0.0 0.0 0.0 -0.064
C 2.72780 -3.19720 1.89640 0.0 -0.1 -0.1 -0.058
C 1.53450 -2.83160 1.29010 -0.1 -0.3 -0.2 -0.122
H -4.45400 -1.58920 4.73550 -0.1 0.1 0.0 0.015
H -2.90860 -2.38850 4.98290 0.1 0.0 0.1 0.011
H -3.94370 -2.88140 3.65110 -0.1 -0.1 -0.1 0.006
H -4.69610 0.96300 2.80980 0.0 0.0 0.2 0.022
H -4.81420 -0.30370 1.58110 -0.1 -0.1 0.0 0.012
H -3.67240 1.02360 1.37210 0.1 0.1 -0.1 -0.028
H -2.34800 0.84840 5.05350 -0.1 0.0 0.1 0.022
H -1.42500 1.46180 3.69050 0.0 0.1 -0.1 -0.043
H -0.81140 0.09530 4.64920 0.1 -0.1 0.1 0.001
H -4.21680 -2.71120 0.55780 -0.1 0.0 -0.1 0.098
H -5.31840 -4.77030 -0.24180 -0.1 0.0 0.0 0.105
H -4.01460 -6.85600 -0.47110 0.0 -0.1 0.0 0.104
H -1.60130 -6.86450 0.07640 0.0 -0.1 0.0 0.105
H -0.51210 -4.80230 0.87500 0.1 -0.1 -0.1 0.098
H -0.28380 -2.17490 4.05380 0.0 0.0 0.2 0.074
H 1.82600 -2.85530 5.13570 0.0 0.0 0.1 0.108
H 3.76840 -3.48790 3.74590 0.1 0.0 0.0 0.111
H 3.56790 -3.49200 1.28420 0.1 0.0 -0.1 0.119
H 1.44550 -2.88140 0.20880 0.1 0.0 0.1 0.102
C -3.65890 5.52840 -5.01910 0.0 -0.1 -0.1 -0.048
C -2.69450 4.51880 -4.47140 0.1 0.0 0.0 -0.288
C -1.32760 4.65820 -4.66600 -0.2 0.0 0.0 -0.035
C -0.41490 3.76430 -4.12590 0.0 -0.3 0.3 -0.326
C 1.04990 3.95360 -4.34720 0.0 -0.1 0.1 -0.092
C -0.88840 2.69940 -3.34810 0.3 -0.5 0.4 -0.479
Se 0.43400 1.52910 -2.46760 -0.1 0.8 -1.1 0.772
C -2.26220 2.51030 -3.17870 0.0 -0.1 0.0 -0.298
C -2.78710 1.35770 -2.38030 0.1 0.0 0.1 -0.070
C -3.14170 3.42340 -3.74550 0.1 0.0 -0.1 -0.039
H -3.14240 6.44590 -5.29120 0.0 0.1 0.0 0.074
H -4.42900 5.76320 -4.28590 -0.1 0.1 0.0 0.075
H -4.15010 5.14090 -5.91070 -0.1 0.0 -0.1 0.083
H -0.95700 5.48860 -5.25020 0.1 0.1 -0.1 0.115
H 1.25810 4.84680 -4.92910 0.0 0.1 -0.1 0.076
H 1.44700 3.07890 -4.86060 0.2 0.0 0.0 0.077
H 1.56760 4.01240 -3.38950 0.1 0.0 0.0 0.057
H -2.42880 1.41700 -1.34380 -0.1 -0.1 -0.2 0.034
H -2.42960 0.40980 -2.79730 -0.1 0.2 0.1 0.072
H -3.87450 1.35440 -2.36930 -0.1 0.0 0.0 0.084
H -4.20510 3.27780 -3.61030 -0.2 0.0 0.0 0.119
O -1.77740 -0.64870 -0.09490 -0.3 -1.4 1.6 -0.418
N -1.42330 -1.27900 -1.27470 -2.5 -1.3 -1.7 -0.176
O -0.45050 -2.10130 -1.00260 -0.3 -1.5 0.1 -0.225
```
Forces are in eV/Å.

Its multiplicity is 2. The frontier orbital gap (spin up / spin down) comes out at 7.41 / 6.33 eV. The expectation value of S² is 0.754. For the HOMO energy (spin up / spin down), the calculation gives -7.58 / -7.58 eV. The value obtained for the total energy is -10025.1307 a.u. The max |F| is 0.0972 Eh/bohr. Its LUMO energy (spin up / spin down) is -0.00628 / -0.04599 hartree. The calculation puts the energy above the lowest of the compared OMol25 structures with the same formula, charge and spin at 247.8 kJ/mol.


Q: What is the max |F| in the second record?
A: 0.0805 Eh/bohr


Q: The highest multiplicity belongs to which entry?
A: C32H38Ge2N4O6S2ScSe